95
Properties=species:S:1:pos:R:3:forces:R:3:lowdin_charge:R:1 method="wB97M-V/def2-TZVPD" gap_ev=8.49 multiplicity=1 charge=+1 homo_ev=-11.5606
H 3.226589 -3.503275 2.765731 0.05 0.02 -0.30 0.12
H -3.687779 1.931369 -2.027586 0.11 0.02 0.04 0.10
H -3.507603 -1.959646 0.119594 0.14 -0.18 0.15 0.14
H -3.231607 -1.807271 2.380802 -0.27 0.14 -0.11 0.12
H -3.020632 -1.518826 -1.508590 0.08 0.14 -0.13 0.12
H 2.392652 -1.013490 3.482157 0.12 0.00 -0.16 0.05
C -0.643228 1.149468 -2.274914 0.48 0.69 -0.08 -0.10
C 2.266006 2.993127 3.379099 -0.03 0.08 -0.30 -0.06
F 6.259925 2.254488 -0.654147 0.45 -0.31 -0.21 0.14
N -1.021474 -0.245354 -2.041586 0.04 0.33 -0.18 -0.03
H -1.386452 -2.747653 1.307289 0.13 -0.13 0.00 0.13
C -1.337533 -1.659821 1.356449 -0.41 -0.31 0.30 -0.11
I -4.342024 -0.810103 -5.503574 0.15 0.13 -0.08 0.83
C 4.006937 2.921961 -0.653066 -0.40 -0.69 0.17 -0.07
H -2.212483 0.463084 -4.483957 -0.19 0.23 -0.17 0.03
O 1.433910 -2.874142 1.912864 0.09 -0.22 0.11 -0.17
H -0.472921 -5.300302 1.135043 0.00 -0.07 -0.06 0.07
C 2.232179 -3.162762 3.058599 0.13 0.37 0.60 -0.23
H 2.735028 4.901964 2.465957 0.11 0.10 0.20 0.11
C -5.675661 1.647240 -2.779860 0.07 -0.36 0.55 -0.09
F 5.662791 3.862480 -2.037549 0.24 -0.17 -0.45 0.14
N 0.632831 -0.599287 -0.280321 -0.36 -0.16 -1.48 0.04
H -0.352736 1.275469 -3.314458 0.00 -0.28 -0.16 0.13
C -0.663018 -0.685762 -0.770965 0.17 0.19 0.51 -0.24
C -0.676414 -1.203984 -3.117414 -0.27 -0.40 0.12 -0.14
H 1.349286 4.495895 0.483947 0.04 0.13 -0.03 0.12
H -0.773980 -6.726807 2.146144 0.00 -0.01 0.00 0.08
C -1.871112 -1.608103 -3.966947 0.21 0.02 -0.76 -0.30
H 2.855198 3.180641 4.263220 0.06 -0.09 0.11 0.11
H 1.494470 -1.930853 4.680483 -0.17 0.01 0.04 0.07
C 5.867074 4.379411 0.223983 -0.42 -0.37 -0.04 -0.59
H 0.449237 -2.690012 -0.174795 -0.03 -0.15 -0.07 0.12
C -4.649763 0.282484 -1.064360 -0.27 0.47 -0.44 -0.27
C -0.129239 2.306334 -0.134378 0.42 0.17 -0.14 -0.08
O -3.529262 0.057097 -0.264257 -0.01 -0.09 -0.26 -0.03
N -1.712420 -1.389713 3.703190 -0.18 -0.03 -0.19 0.03
C 2.342673 -1.968236 4.002916 0.04 -0.09 0.01 -0.05
C 0.789568 1.575679 2.094701 0.37 0.52 0.16 -0.05
H 3.242063 -2.065464 4.606412 0.06 0.05 0.10 0.08
F 4.914293 5.309073 0.329122 -0.31 0.36 -0.14 0.16
H 1.630852 1.053739 4.011804 -0.07 -0.10 0.03 0.09
H -0.340616 -1.414361 1.696703 0.10 0.16 -0.26 0.09
H -1.483978 1.820581 -2.113920 -0.25 -0.10 0.02 0.11
H -5.589543 2.482716 -3.454951 -0.13 0.06 -0.16 0.11
C -5.804931 -0.480612 -0.956446 0.39 0.30 -0.21 -0.01
C 1.425909 3.739298 1.253265 -0.14 -0.34 0.13 -0.05
C -4.587379 1.337380 -1.971000 -0.06 -0.09 0.07 -0.02
C 3.624700 1.617664 -1.374685 0.27 0.20 0.08 -0.13
H 1.595762 -0.091327 -2.057335 -0.10 0.11 -0.22 0.15
C 1.250260 -1.961283 -0.272642 0.07 -0.12 1.04 -0.09
H 1.769383 -3.977088 3.602976 -0.25 -0.23 -0.24 0.11
C 2.788000 0.649287 -0.521634 0.12 -0.40 -0.27 -0.11
H -1.035992 1.761837 0.131265 -0.04 -0.12 0.21 0.11
H -7.687795 1.144137 -3.295043 -0.18 -0.10 -0.03 0.11
C 0.723477 2.545782 1.085697 -0.03 -0.23 0.33 -0.22
C 0.520874 1.613411 -1.368936 -0.85 -0.21 0.46 -0.19
H -2.410096 -1.252316 4.423468 0.08 -0.10 0.16 0.08
H -1.555358 -2.464934 -4.562887 -0.05 -0.18 0.01 0.12
C -2.296304 -0.510503 -4.951600 -0.26 -0.50 0.61 -0.64
H -5.842328 -1.288252 -0.240666 -0.18 -0.09 0.04 0.12
H 3.127092 1.849880 -2.312438 -0.10 0.01 -0.13 0.11
H 3.847034 2.781792 0.412826 0.04 0.03 0.17 0.11
H -7.785650 -0.756665 -1.683755 -0.08 -0.02 -0.04 0.11
C 5.451535 3.312100 -0.824311 -0.64 0.90 0.49 -0.46
H -0.667990 -4.067302 3.095983 0.03 0.10 0.18 0.04
F 6.994022 4.969959 -0.090000 0.64 0.22 -0.20 0.21
F 5.989035 3.811838 1.420131 0.11 -0.27 0.40 0.18
H -0.996482 -0.688329 3.855374 0.05 0.01 0.05 0.07
C 1.566943 1.793034 3.227132 0.04 0.43 -0.11 -0.07
H 0.094511 -0.797925 -3.771415 0.15 0.19 0.06 0.13
H 2.520053 -1.215700 1.289001 -0.02 0.05 0.18 0.11
N -1.594105 -1.160203 0.002176 -0.08 -0.26 0.05 0.08
C -0.978700 -5.665697 2.035921 0.07 0.26 0.15 -0.15
C 2.200563 3.969353 2.390455 -0.37 -0.44 -0.32 -0.07
C 2.158627 -2.180590 0.931764 0.14 0.07 -0.42 -0.20
H -2.721634 -1.948607 -3.387435 0.02 0.05 0.27 0.06
H -0.472783 3.279427 -0.484116 -0.15 0.04 -0.12 0.13
C -6.841540 0.892130 -2.677772 0.53 0.04 0.17 -0.08
H 0.248255 0.649403 1.985246 -0.10 -0.10 -0.04 0.09
H -1.713464 -0.572953 -5.859947 0.08 0.23 -0.14 0.04
H 4.539241 1.107243 -1.659837 0.09 -0.08 -0.03 0.12
H 3.310662 -0.305674 -0.572699 0.00 -0.15 0.16 0.11
H 1.077499 2.341818 -1.945864 0.34 0.11 0.10 0.14
O -0.488109 -5.007513 3.195859 -0.09 -0.09 -0.13 -0.12
H -2.058606 -5.525190 1.929039 -0.03 -0.07 -0.05 0.08
C -2.973981 -1.217354 -0.470449 -0.41 -0.01 0.25 -0.12
H -0.251871 -2.107857 -2.679396 0.04 -0.07 0.15 0.12
H 1.770868 -2.197301 -1.200699 0.03 0.42 -0.20 0.14
C -6.885091 -0.167122 -1.776301 -0.16 -0.02 0.02 -0.06
H 3.039083 -2.748441 0.613293 0.04 -0.19 0.09 0.14
H 3.350237 3.731186 -0.948237 0.14 0.31 -0.07 0.13
H -2.617070 -0.136897 2.216955 -0.17 0.05 -0.13 0.12
C 1.392827 0.391456 -1.091662 0.55 -0.02 -0.15 -0.23
C -2.347324 -1.178026 2.398795 0.47 0.05 0.21 -0.23
H 2.766051 0.923175 0.527970 -0.08 0.23 0.05 0.10